No. 1
Density functional theory data (ωB97M-V/def2-TZVPD) for C15H22N2O3 in the gas phase.

- Calculated total energy: -25034.150 eV
- HOMO-LUMO gap: 9.1 eV
- LUMO: 0.74 eV
- HOMO: -8.314 eV

Structure (ORCA input):
```
! wB97M-V def2-TZVPD RIJCOSX def2/J DEFGRID3
* xyz 0 1
C -0.10 5.56 -3.19
O 0.78 4.73 -2.47
C 1.84 4.23 -3.25
C 2.78 3.43 -2.35
N 2.07 2.37 -1.68
C 2.10 2.23 -0.33
O 2.87 2.85 0.38
C 1.16 1.21 0.21
C -0.12 1.04 -0.30
C -0.98 0.10 0.25
C -0.57 -0.68 1.32
C -1.49 -1.71 1.93
N -0.78 -2.94 2.20
C -0.34 -3.64 1.00
C -1.47 -4.43 0.33
O -2.09 -5.32 1.23
C -2.59 -4.64 2.36
C -1.47 -3.87 3.08
C 0.70 -0.50 1.84
C 1.56 0.44 1.30
H 0.42 6.44 -3.59
H -0.56 5.02 -4.03
H -0.87 5.87 -2.49
H 2.40 5.06 -3.71
H 1.45 3.59 -4.06
H 3.60 3.02 -2.96
H 3.20 4.07 -1.57
H 1.40 1.85 -2.21
H -0.47 1.67 -1.11
H -1.97 -0.02 -0.16
H -1.85 -1.32 2.89
H -2.38 -1.83 1.28
H 0.09 -2.92 0.30
H 0.44 -4.35 1.31
H -1.09 -5.04 -0.49
H -2.23 -3.73 -0.08
H -3.01 -5.41 3.02
H -3.39 -3.95 2.06
H -1.87 -3.33 3.93
H -0.72 -4.59 3.43
H 1.02 -1.11 2.67
H 2.54 0.59 1.71
*
```

Now the Löwdin charges, all in e: atom 1 (C): -0.1164, atom 2 (O): -0.1891, atom 3 (C): -0.2296, atom 4 (C): -0.1483, atom 5 (N): 0.0694, atom 6 (C): -0.4537, atom 7 (O): 0.0721, atom 8 (C): -0.1370, atom 9 (C): -0.0266, atom 10 (C): -0.0309, atom 11 (C): -0.2186, atom 12 (C): -0.1572, atom 13 (N): -0.1729, atom 14 (C): -0.1512, atom 15 (C): -0.1906, atom 16 (O): -0.1346, atom 17 (C): -0.1945, atom 18 (C): -0.1606, atom 19 (C): -0.0187, atom 20 (C): -0.0011, atom 21 (H): 0.0886, atom 22 (H): 0.0883, atom 23 (H): 0.0892, atom 24 (H): 0.1257, atom 25 (H): 0.1242, atom 26 (H): 0.1249, atom 27 (H): 0.1253, atom 28 (H): 0.1315, atom 29 (H): 0.1110, atom 30 (H): 0.1109, atom 31 (H): 0.1339, atom 32 (H): 0.1146, atom 33 (H): 0.1227, atom 34 (H): 0.1281, atom 35 (H): 0.1248, atom 36 (H): 0.1196, atom 37 (H): 0.1237, atom 38 (H): 0.1207, atom 39 (H): 0.1208, atom 40 (H): 0.1254, atom 41 (H): 0.1170, atom 42 (H): 0.1194

=====

No. 2
Density functional theory data (ωB97M-V/def2-TZVPD) for C13H18Si in the gas phase in a non-equilibrium geometry.

- Calculated total energy: -21645.137 eV
- HOMO-LUMO gap (alpha / beta): 7.8 / 7.9 eV
- LUMO (alpha / beta): -0.16 / 0.20 eV
- HOMO (alpha / beta): -7.992 / -7.700 eV

Structure (ORCA input):
```
! wB97M-V def2-TZVPD RIJCOSX def2/J DEFGRID3
* xyz 0 1
C 3.47 -0.21 0.23
C 3.00 0.23 -1.09
C 1.28 -1.03 0.71
C 0.94 -0.48 -0.50
C 2.65 -0.93 1.10
C 1.67 0.12 -1.52
C 0.27 -1.68 1.50
C -1.00 -1.69 1.01
C -1.43 -1.25 -0.27
C 3.07 -1.23 2.47
C 1.25 0.49 -2.93
C -1.42 1.92 -0.25
C -4.06 0.41 0.31
Si -2.40 0.35 -0.71
H 4.49 -0.05 0.62
H 3.77 0.83 -1.73
H 0.49 -2.09 2.42
H -1.89 -2.07 1.48
H -0.94 -1.70 -1.03
H 2.53 -2.03 3.10
H 4.07 -1.48 2.62
H 3.06 -0.42 3.13
H 0.22 0.63 -2.86
H 1.81 1.39 -3.10
H 1.54 -0.48 -3.52
H -1.55 2.73 -0.90
H -1.70 2.38 0.67
H -0.26 1.85 -0.12
H -4.24 1.52 0.47
H -4.88 0.01 -0.35
H -3.96 -0.18 1.11
H -2.96 0.76 -2.09
*
```

Now the Löwdin charges, all in e: atom 1 (C): -0.0252, atom 2 (C): -0.0359, atom 3 (C): -0.1943, atom 4 (C): 0.0865, atom 5 (C): -0.2339, atom 6 (C): -0.3032, atom 7 (C): -0.0313, atom 8 (C): -0.1746, atom 9 (C): -0.1364, atom 10 (C): -0.0639, atom 11 (C): -0.0259, atom 12 (C): -0.2324, atom 13 (C): -0.2180, atom 14 (Si): 0.6343, atom 15 (H): 0.1143, atom 16 (H): 0.1318, atom 17 (H): 0.0739, atom 18 (H): 0.1008, atom 19 (H): -0.0015, atom 20 (H): 0.1147, atom 21 (H): 0.0529, atom 22 (H): 0.0679, atom 23 (H): 0.0407, atom 24 (H): 0.0715, atom 25 (H): 0.1338, atom 26 (H): -0.0184, atom 27 (H): 0.0028, atom 28 (H): 0.0581, atom 29 (H): 0.0447, atom 30 (H): 0.0323, atom 31 (H): -0.0582, atom 32 (H): -0.0080

=====

No. 3
Density functional theory data (ωB97M-V/def2-TZVPD) for C15H26N6O3 in the gas phase in a non-equilibrium geometry.

- Calculated total energy: -31059.204 eV
- HOMO-LUMO gap: 8.7 eV
- LUMO: 0.37 eV
- HOMO: -8.344 eV

Structure (ORCA input):
```
! wB97M-V def2-TZVPD RIJCOSX def2/J DEFGRID3
* xyz 0 1
C -1.41 -4.79 1.95
N -0.86 -3.47 1.80
C -1.44 -2.35 2.19
O -2.55 -2.38 2.83
C -0.74 -1.01 1.96
C 0.66 -0.97 2.78
C 1.48 0.31 2.96
C 2.70 0.46 3.52
N 3.15 1.72 3.30
C 2.13 2.32 2.66
N 1.05 1.49 2.52
N -0.28 -0.84 0.60
C -0.35 0.25 -0.15
O -0.67 1.38 0.25
C 0.23 0.01 -1.57
C 0.12 1.23 -2.46
C -1.39 1.59 -2.81
C -1.63 3.10 -2.93
C -2.95 3.75 -2.34
N -2.80 3.62 -0.85
N 1.57 -0.55 -1.62
C 1.95 -1.82 -1.54
C 3.32 -2.15 -1.93
O 1.19 -2.69 -1.16
H -0.58 -5.45 2.42
H -2.01 -5.17 1.13
H -2.04 -4.83 2.80
H 0.10 -3.45 1.53
H -1.40 -0.18 2.23
H 1.30 -1.73 2.27
H 0.44 -1.33 3.78
H 3.33 -0.33 3.98
H 2.19 3.26 2.12
H 0.13 1.79 2.10
H -0.04 -1.63 0.16
H -0.47 -0.72 -1.96
H 0.63 2.15 -2.02
H 0.52 1.19 -3.46
H -1.74 1.03 -3.63
H -2.01 1.26 -2.06
H -0.80 3.56 -2.40
H -1.60 3.27 -3.99
H -2.99 4.74 -2.69
H -3.96 3.32 -2.68
H -2.13 2.86 -0.57
H -2.51 4.54 -0.59
H 2.16 0.05 -2.15
H 3.58 -3.15 -1.99
H 3.37 -1.65 -2.94
H 4.05 -1.61 -1.35
*
```

Now the Löwdin charges, all in e: atom 1 (C): -0.0581, atom 2 (N): 0.0264, atom 3 (C): -0.4156, atom 4 (O): 0.0149, atom 5 (C): -0.1414, atom 6 (C): -0.0322, atom 7 (C): -0.3021, atom 8 (C): -0.1531, atom 9 (N): 0.0458, atom 10 (C): -0.1913, atom 11 (N): 0.1017, atom 12 (N): 0.1315, atom 13 (C): -0.3703, atom 14 (O): 0.0190, atom 15 (C): -0.2011, atom 16 (C): -0.1242, atom 17 (C): -0.1864, atom 18 (C): -0.1872, atom 19 (C): -0.2433, atom 20 (N): -0.0180, atom 21 (N): 0.1211, atom 22 (C): -0.5701, atom 23 (C): 0.0183, atom 24 (O): 0.0513, atom 25 (H): 0.1254, atom 26 (H): 0.0875, atom 27 (H): 0.0628, atom 28 (H): 0.1192, atom 29 (H): 0.1567, atom 30 (H): 0.1183, atom 31 (H): 0.1156, atom 32 (H): 0.1205, atom 33 (H): 0.1124, atom 34 (H): 0.1619, atom 35 (H): 0.0491, atom 36 (H): 0.1569, atom 37 (H): 0.1351, atom 38 (H): 0.1081, atom 39 (H): 0.0978, atom 40 (H): 0.0676, atom 41 (H): 0.0954, atom 42 (H): 0.0898, atom 43 (H): 0.0740, atom 44 (H): 0.1204, atom 45 (H): 0.0471, atom 46 (H): 0.0468, atom 47 (H): 0.1281, atom 48 (H): 0.0643, atom 49 (H): 0.1115, atom 50 (H): 0.0923

=====

We obtain ΔE to the lowest compared entry with this formula, charge and spin values of 2.4646 5.1173 2.2638 eV for the records listed above, in that order.
We obtain molar mass values of 278.35 202.37 338.41 g/mol for the records listed above, in that order.